1.
52
Properties=species:S:1:pos:R:3:forces:R:3:mulliken_charge:R:1 method="wB97M-V/def2-TZVPD" e_above_lowest_kcal_mol=94.2 total_charge=0 largest_force_ha_per_bohr=0.202 multiplicity=1 total_energy_ev=-32352.4904 homo_lumo_gap_ev=9.434 homo_energy_ev=-9.3
C -4.719563 0.090517 0.194710 0.27 0.16 0.12 -1.3062
C -3.498576 -0.557497 0.826406 0.77 -0.97 0.30 -0.3233
C -0.011628 -0.048864 -0.851628 1.29 0.69 0.32 0.1129
O 1.237042 -0.439296 -0.272131 0.11 -0.67 -0.75 -0.3610
C -1.088477 -0.176702 0.161131 -0.61 -0.77 0.23 0.5284
C -2.319696 -0.600740 -0.105683 -0.10 0.97 -0.75 -0.4256
H -5.425849 0.302648 0.996257 -0.35 0.02 -0.35 0.3711
H -5.167067 -0.464334 -0.632808 -0.08 -0.40 0.39 0.3259
H -4.416804 1.017667 -0.282221 0.02 0.42 0.22 0.3041
H -3.689976 -1.560135 1.234299 -0.39 -0.11 -0.50 0.3507
H -3.183275 -0.053674 1.736078 -0.05 0.60 0.02 0.3121
H 0.124943 0.951529 -1.262109 -0.22 0.60 0.61 -0.2208
H -0.143573 -0.564731 -1.791852 -0.32 -1.09 0.02 0.4726
H 1.554936 0.272014 0.298690 -0.13 0.42 0.34 0.1533
H -0.796325 -0.058016 1.205754 0.04 0.38 -0.30 -0.4295
H -2.538534 -0.753636 -1.170315 -0.16 -0.31 0.22 0.2630
H -0.473502 0.303096 3.366054 -0.61 0.49 0.03 0.4218
H -0.294615 1.532709 4.220652 -0.03 0.31 0.20 0.2998
O -0.610396 1.293708 3.346705 0.46 -0.89 -0.10 -0.6957
H 4.084533 -0.685919 2.058164 0.17 -0.10 -0.10 0.2785
H 2.965198 -0.885291 3.045859 -0.33 -0.28 -0.05 0.2894
O 3.339464 -0.230946 2.453202 0.27 0.28 0.03 -0.5686
H 1.909739 2.162320 -2.315997 0.55 -0.15 0.58 0.2869
H 2.731541 1.293853 -1.305817 -0.29 0.33 0.03 0.3090
O 2.427212 1.341386 -2.217834 0.08 0.08 -0.51 -0.7223
H -0.573023 2.233061 -3.799300 -0.15 -0.13 -0.06 0.3480
H -1.402344 1.019419 -3.356452 0.02 -0.17 0.01 0.3245
O -1.451316 1.968612 -3.491943 0.20 0.22 -0.14 -0.7169
H 1.325293 -3.195437 -0.181178 0.33 -0.05 -0.21 0.3664
H 0.334811 -4.289431 0.105943 -0.14 0.08 -0.11 0.2771
O 0.607596 -3.416726 0.434138 -3.07 -5.85 -8.05 -0.4860
H 3.130136 -3.890838 -2.067141 0.16 0.01 -0.01 0.3010
H 2.315526 -2.582854 -2.051077 0.26 -0.01 -0.39 0.4129
O 2.305258 -3.515045 -1.759202 -0.42 0.11 0.39 -0.7026
H 0.706666 1.513670 2.124929 0.31 0.25 -0.25 0.2823
H 1.741198 2.577704 1.722862 0.14 0.07 -0.06 0.2138
O 1.399393 1.724533 1.453104 -0.58 -0.08 0.11 -0.5260
H -1.429130 2.797932 -0.396099 0.05 -0.25 0.26 0.3173
H -1.504452 2.876969 -1.941324 -0.22 0.05 0.35 0.4088
O -1.393365 3.412893 -1.128850 -0.09 0.27 -0.56 -0.7180
H -1.226952 -1.903141 3.086285 0.33 0.15 0.04 0.3044
H 0.244514 -1.774455 3.526094 -0.47 0.08 -0.64 0.3754
O -0.654271 -1.413986 3.692671 0.12 -0.12 0.44 -0.7619
H 1.670207 -1.235800 -3.683433 0.29 0.49 0.26 0.2861
H 2.647400 -0.353400 -2.764788 -0.72 0.06 -0.51 0.4239
O 2.530587 -1.197153 -3.246185 0.25 -0.59 0.09 -0.6914
H 0.328474 3.883974 -1.470183 0.25 -0.20 0.52 0.3718
H 1.599350 4.516068 -0.862797 0.13 0.14 0.02 0.2484
O 1.298342 3.759866 -1.366644 -0.34 0.08 -0.48 -0.6272
H 1.420987 -1.672220 1.139787 -0.36 -0.09 0.85 0.2841
H 0.855531 -3.068571 1.460066 0.35 0.09 2.33 0.4951
O 1.176857 -2.257307 1.885141 2.98 5.38 5.57 -0.8378

=====

2.
11
Properties=species:S:1:pos:R:3:forces:R:3:mulliken_charge:R:1 method="wB97M-V/def2-TZVPD" e_above_lowest_kcal_mol=56.0 total_charge=0 largest_force_ha_per_bohr=0.023 multiplicity=1 total_energy_ev=-7764.0981 homo_lumo_gap_ev=11.039 homo_energy_ev=-11.2
C 0.275989 -1.433181 0.340927 -0.01 -0.09 0.03 -1.1334
C 0.477128 -0.001850 -0.140487 0.02 0.00 -0.01 -0.3157
C -0.779438 0.811417 -0.119965 -0.69 -0.88 0.32 0.7022
O -1.893565 0.523978 0.122483 0.74 0.15 -0.12 -0.3986
C -0.515895 2.340797 -1.018844 0.23 0.56 0.82 -0.2447
N -0.330480 2.577393 0.131006 -0.13 0.07 -1.00 -0.2657
H -0.062883 -1.458980 1.380424 0.02 0.03 -0.16 0.3144
H 1.228016 -1.967795 0.280907 -0.14 0.06 0.01 0.3525
H -0.456364 -1.968722 -0.269451 0.09 0.12 0.08 0.3099
H 0.845370 0.037572 -1.172858 -0.01 0.02 0.14 0.3393
H 1.212122 0.539371 0.465859 -0.11 -0.05 -0.11 0.3399

=====

3.
183
Properties=species:S:1:pos:R:3:forces:R:3:mulliken_charge:R:1 method="wB97M-V/def2-TZVPD" total_charge=+3 largest_force_ha_per_bohr=0.098 multiplicity=1 total_energy_ev=-312896.9815 homo_lumo_gap_ev=9.579 homo_energy_ev=-14.8
C 5.372620 4.713087 5.960122 -0.07 -0.18 -0.63 -0.9379
C 5.825986 3.322515 6.270502 2.03 -0.61 1.92 -0.3181
N 4.688522 2.498929 6.571404 -1.43 0.67 -2.32 0.3157
C 4.465680 1.674994 7.592798 -0.22 -1.29 1.60 -0.5398
C 3.312729 1.001335 7.365522 -0.48 -0.31 0.32 -0.2710
N 2.837544 1.463715 6.183400 -0.43 1.28 -2.15 0.4276
C 3.666669 2.414638 5.683837 0.33 -1.52 1.30 0.2797
C 1.667329 1.036285 5.396142 -0.45 -1.47 0.68 -0.6995
H 4.612365 4.628879 5.176858 0.18 0.63 0.07 0.2758
H 6.194127 5.333547 5.623298 0.08 0.14 -0.04 0.3780
H 4.924936 5.145672 6.840659 -0.18 0.29 0.18 0.3150
H 6.450242 3.242046 7.200466 -0.36 0.49 -0.79 0.3168
H 6.436099 2.804016 5.522994 -0.28 0.32 -0.26 0.1423
H 5.062740 1.562937 8.473671 0.52 0.26 -0.02 0.4401
H 2.781189 0.264665 7.970760 0.31 0.38 -0.35 0.4932
H 3.627242 2.936445 4.719275 -0.35 -0.49 0.67 -0.4339
H 1.738459 1.515586 4.427313 -0.25 0.13 0.02 -0.1409
H 0.706752 1.205956 5.922244 0.67 0.50 -0.29 0.4060
H 1.697343 -0.066423 5.242210 0.38 0.76 0.00 0.4282
C 2.452060 -1.278138 -2.818267 -0.90 -0.14 -0.16 -1.0913
C 1.614849 -2.459188 -3.367583 0.80 0.23 0.57 0.2755
N 1.405823 -2.411807 -4.817392 -0.71 0.48 -3.25 0.3468
C 1.824640 -1.395434 -5.708856 0.50 -0.04 0.57 -0.4645
C 1.541710 -1.720163 -6.998352 -0.21 -0.85 0.15 -0.6919
N 0.883553 -2.958578 -6.937753 0.09 0.74 1.70 0.1391
C 0.792433 -3.317548 -5.606619 0.66 0.45 -2.17 -0.6347
C 0.266454 -3.657178 -8.110990 0.42 0.39 0.98 -0.7779
H 3.499530 -1.293284 -3.110395 0.03 -0.35 -0.06 0.4917
H 2.373801 -1.358157 -1.733297 0.19 0.16 -0.01 0.2627
H 2.063225 -0.300596 -3.111022 -0.25 -0.05 0.13 0.0120
H 0.643120 -2.598152 -2.880073 0.30 0.29 -0.12 0.0205
H 2.221507 -3.340137 -3.179440 -0.21 -0.33 0.03 0.2677
H 2.368628 -0.536416 -5.355449 0.00 -0.11 0.07 0.6611
H 1.839345 -1.235292 -7.955204 -0.50 -0.48 1.08 0.4689
H 0.311241 -4.241466 -5.362839 0.02 -0.08 0.56 0.7246
H 0.757711 -3.227809 -8.993063 -0.49 -0.28 0.17 0.3110
H -0.822161 -3.539257 -8.078754 0.34 0.25 -0.25 0.3103
H 0.487619 -4.710411 -8.014834 0.15 -0.22 -0.18 0.3545
C -6.528531 -4.719944 0.310598 0.17 0.32 0.19 -1.0247
C -7.384195 -3.630102 0.910374 -1.33 0.41 -0.83 -0.2855
N -6.594189 -2.671928 1.663216 -0.66 0.88 1.95 0.3923
C -5.402140 -2.165697 1.238079 1.07 0.00 1.05 -0.9838
C -4.893592 -1.361276 2.217633 -1.58 0.38 1.48 -1.1842
N -5.913056 -1.290493 3.214762 -0.01 -0.89 -0.31 0.2602
C -6.917237 -2.112849 2.883809 2.17 -0.65 -1.87 -0.0386
C -6.005164 -0.501554 4.472306 0.86 -0.03 -0.69 -0.7287
H -5.792825 -4.283898 -0.373247 -0.46 -0.39 -0.38 0.1553
H -7.179208 -5.482337 -0.129722 0.44 0.21 -0.18 0.4143
H -5.925076 -5.151529 1.098178 -0.01 -0.45 0.28 0.3906
H -8.200930 -4.027553 1.522474 0.45 0.05 0.30 0.4129
H -7.920621 -3.034865 0.145158 0.37 -0.43 0.05 0.2147
H -4.912253 -2.485335 0.340575 -0.16 0.01 -0.08 0.8829
H -3.939910 -0.874595 2.418692 -0.42 -0.06 -0.37 0.8382
H -7.636247 -2.495555 3.587143 -0.48 0.29 -0.29 0.3390
H -6.261656 0.517500 4.185516 0.13 -0.01 0.32 0.3092
H -5.069457 -0.568545 5.025079 0.13 0.24 -0.25 0.2951
H -6.770955 -0.937386 5.086171 -0.46 -0.11 0.12 0.3237
C -2.473562 -8.977976 2.128481 0.65 -0.19 -1.87 -1.2356
C -1.927992 -7.963465 3.048578 -0.29 0.94 1.92 -0.1593
N -1.029442 -7.009717 2.420845 0.88 1.73 1.20 0.1983
C -1.048185 -6.588442 1.164552 -1.55 -1.06 -4.14 -0.5953
C -0.097583 -5.676962 0.960180 1.32 2.13 0.34 -0.9222
N 0.457684 -5.363789 2.185620 -1.55 -2.81 1.00 0.3406
C -0.155843 -6.206093 3.068217 0.32 -0.13 -0.44 -0.3612
C 1.577094 -4.485230 2.459057 0.42 -1.33 0.59 -0.7702
H -3.312266 -8.554421 1.568489 0.11 -0.18 -0.05 0.3270
H -2.818568 -9.868539 2.629166 0.08 -0.21 0.18 0.3690
H -1.659951 -9.201526 1.401822 -0.74 -0.48 0.34 0.3362
H -1.332499 -8.357376 3.881822 -0.47 -0.20 -0.12 0.3797
H -2.772387 -7.374345 3.431830 0.32 -0.14 0.39 0.2780
H -1.734118 -6.930520 0.355024 0.71 0.00 1.09 0.5710
H 0.243570 -5.118451 0.106232 -0.32 -0.27 -0.15 0.8705
H -0.068330 -6.291141 4.131644 0.58 0.29 0.25 0.4299
H 1.682493 -4.444722 3.521340 -0.17 0.65 0.72 0.2828
H 1.394206 -3.569626 1.990345 -0.03 1.53 -0.40 0.1971
H 2.531418 -4.897878 2.150237 -0.08 -0.21 -0.59 0.3523
C 0.269445 2.244091 -7.365533 -0.61 -0.63 0.90 -1.0920
C -0.320431 2.453905 -5.889576 0.15 -1.58 -1.30 0.0632
C 0.813856 2.700975 -4.945101 1.28 0.54 1.15 0.6982
O 1.389924 3.859967 -5.491579 -0.24 0.82 -0.85 -0.4473
C 2.503375 4.546416 -4.984507 0.14 -0.17 1.05 -0.7413
N -1.311522 3.545201 -5.861898 -0.31 -0.30 0.35 -0.0830
H -1.821551 3.684692 -4.857264 0.31 -0.50 0.75 0.1550
H -0.911122 4.444092 -6.042725 0.56 0.53 -0.69 0.3947
H -2.071207 3.338532 -6.490156 -0.11 0.18 -0.55 0.4183
H 0.694825 1.215521 -7.391661 -0.69 0.50 -0.28 0.0678
H 1.117953 2.878144 -7.558896 0.10 0.52 0.18 0.3063
H -0.469417 2.447237 -8.177025 0.39 -0.56 0.73 0.4039
H -0.809259 1.511468 -5.544285 -0.05 0.78 -0.42 0.3144
H 1.480495 1.784191 -4.877448 -0.37 0.96 -0.44 0.0420
H 0.552458 2.927975 -3.892081 -0.45 -0.34 -0.36 -0.4332
H 2.346352 4.970312 -3.974690 0.05 -0.88 0.15 0.1894
H 2.662100 5.475211 -5.517223 -0.05 -0.22 -0.90 0.3602
H 3.364593 3.877915 -5.072486 0.26 0.40 0.37 0.3061
C -4.884145 1.284956 -0.000285 -1.41 -0.51 -0.79 -0.6292
C -5.283287 1.062460 -1.478681 0.21 -1.68 0.54 0.4756
C -6.269716 -0.177053 -1.720772 0.13 1.69 -1.90 -1.1346
O -5.599959 -1.363896 -1.487976 0.17 -0.02 1.36 0.0776
C -4.838220 -2.047583 -2.468837 -0.72 -0.66 -0.47 -0.6674
N -5.601848 2.318234 -2.205205 0.10 1.73 0.02 -0.0552
H -4.604145 2.927571 -2.224360 -1.15 -1.64 -0.82 0.2772
H -6.192823 2.075001 -3.065368 1.65 0.97 1.04 0.3992
H -6.142617 3.010460 -1.651210 -0.21 -0.89 -0.16 0.4469
H -4.016140 1.914779 -0.014652 0.37 0.34 0.58 0.3520
H -4.687043 0.282578 0.344178 0.67 -0.19 0.11 -0.4963
H -5.690954 1.601433 0.697863 0.36 0.39 -0.79 0.5004
H -4.369658 0.718096 -1.984934 -0.08 0.12 0.17 -0.1359
H -6.690380 -0.100760 -2.775170 0.65 -0.20 0.70 0.5031
H -7.166805 -0.145554 -1.118095 -0.03 0.03 0.64 0.2804
H -4.328829 -2.914082 -2.006890 -0.26 0.71 0.00 -0.0111
H -4.098405 -1.443886 -2.989045 0.05 0.23 0.04 0.3587
H -5.572738 -2.459528 -3.167403 0.37 -0.02 -0.39 0.3689
C 1.445340 2.458732 -0.500475 0.00 0.53 -0.63 -0.2965
C 0.129886 2.238605 0.240542 0.56 -1.42 -0.47 0.5781
C -0.775088 1.356505 -0.636387 -0.18 0.34 0.58 -0.4619
O -0.250647 0.031014 -0.802319 -0.53 0.29 1.06 0.3511
C -1.328694 -0.860662 -0.586771 -0.79 0.01 -0.75 -0.6401
N 0.366125 1.629495 1.571152 0.65 1.53 0.64 0.7597
H -0.829940 1.320746 2.958917 0.54 0.26 -0.77 0.5446
H 0.981056 0.844041 1.470474 0.18 -0.89 -0.52 -0.6754
H 1.048592 2.300118 2.000136 -1.05 -0.47 -0.08 -0.2863
H 1.779617 1.584160 -1.057307 -0.08 -0.17 0.05 -0.0040
H 2.251278 2.754155 0.150532 0.20 0.07 0.48 -0.3467
H 1.323648 3.298494 -1.196221 0.02 -0.18 -0.12 0.0945
H -0.336321 3.197831 0.369884 -0.43 0.34 0.28 0.7322
H -0.858348 1.820946 -1.616861 -0.06 0.03 -0.19 0.0675
H -1.804658 1.294493 -0.205454 0.81 0.23 -0.27 -0.6019
H -1.962214 -0.812713 -1.498729 -0.08 -0.24 0.40 0.2374
H -1.973611 -0.558745 0.270548 0.53 -0.22 -0.27 -0.0843
H -1.022401 -1.893178 -0.475154 0.43 0.07 0.06 0.1579
C 6.335759 2.403812 2.151224 -1.28 0.48 0.92 -1.1062
C 6.443882 3.468759 1.068092 0.85 0.36 0.41 0.0483
C 5.494981 3.321267 -0.077827 0.01 -0.19 -0.20 -0.1437
O 5.745186 4.370275 -0.980124 0.28 0.14 0.15 -0.4438
C 4.951456 4.288093 -2.146593 1.15 -0.05 -0.63 -0.6826
N 6.295923 4.920670 1.631613 -0.10 -0.78 -0.38 -0.0380
H 6.485079 5.575570 0.872807 -0.02 0.00 -0.17 0.4671
H 5.343168 5.126868 1.964288 -0.28 -0.15 0.08 -0.0396
H 6.923376 5.136205 2.402309 0.19 -0.21 0.02 0.4043
H 6.448013 1.393806 1.724283 -0.21 0.44 0.13 0.4140
H 5.334666 2.492076 2.691858 1.13 -0.37 -0.83 -0.0407
H 7.113998 2.529077 2.915239 -0.03 0.00 -0.27 0.4849
H 7.446268 3.416078 0.616985 -0.13 0.40 0.33 0.3648
H 4.463104 3.329074 0.228772 -0.62 0.02 0.33 -0.3101
H 5.706896 2.332442 -0.498123 -0.03 -0.01 -0.26 0.5871
H 5.205413 5.141047 -2.783217 -0.19 0.03 0.31 0.3311
H 3.909903 4.288932 -1.886981 -0.68 -0.08 -0.01 0.1973
H 5.251814 3.399506 -2.727436 -0.40 0.01 0.22 0.3555
As 3.833628 -1.115325 2.366548 1.89 -1.37 0.42 1.8583
F 2.411629 -1.408100 3.164135 -3.17 -0.30 1.52 -0.3415
F 3.145509 0.173506 1.538640 -0.75 1.78 -1.57 -0.3915
F 5.326114 -1.017624 1.539935 0.32 0.44 -0.07 -0.4889
F 4.481196 -2.344579 3.416086 0.36 -0.17 -0.64 -0.5258
F 3.197645 -2.154267 1.106647 0.48 -0.49 -0.07 -0.5283
F 4.192006 0.083369 3.582245 0.84 0.32 0.39 -0.5060
As -1.682320 -5.085823 -2.511316 -0.96 -1.64 -1.37 1.9747
F -2.770873 -5.716662 -1.306385 -0.03 -0.29 -0.23 -0.5164
F -1.353694 -3.788128 -1.448231 0.43 1.05 0.91 -0.3371
F -0.691770 -4.309172 -3.708401 0.86 -0.21 -0.07 -0.4062
F -1.994145 -6.417168 -3.667515 0.31 1.28 1.42 -0.5119
F -2.916277 -4.133413 -3.181280 -1.50 0.28 -0.45 -0.4321
F -0.366357 -5.900342 -1.799542 0.60 -0.68 -0.21 -0.5100
As 2.292334 5.234615 2.667999 -3.43 2.17 1.79 2.0137
F 2.487214 5.737473 1.086144 -0.36 0.58 -2.04 -0.4663
F 3.153157 3.834729 2.282977 0.66 -2.81 -0.55 -0.4112
F 2.246788 4.740179 4.314198 -0.21 -0.54 0.63 -0.4246
F 1.457655 6.735134 3.143869 0.93 -1.41 -0.68 -0.4633
F 0.755822 4.444756 2.340829 0.70 0.22 0.02 -0.4975
F 3.843898 5.854372 2.964758 2.16 1.52 0.70 -0.5619
C -1.160128 4.822447 -2.081937 -2.14 0.06 -0.31 -0.9358
C -2.223760 3.793910 -2.431570 1.16 1.13 -4.56 1.0285
O -2.427627 3.501804 -3.682624 0.50 0.41 0.09 -0.8386
O -2.968370 3.288824 -1.652722 -2.87 -1.22 3.99 -0.7232
H -1.287719 5.010558 -1.032836 0.68 0.27 0.48 0.3880
H -1.396975 5.722774 -2.659265 -0.15 -0.01 0.24 0.5272
H -0.211032 4.538190 -2.435188 1.34 -0.57 0.07 -0.1700
C -0.492448 -1.031229 3.386114 0.41 0.50 -0.34 0.2901
C -1.556999 -0.121269 3.958910 0.63 -1.70 -1.03 0.5697
O -2.390545 -0.651297 4.647344 -1.26 0.70 0.67 -0.6715
O -1.527226 1.146361 3.623647 -0.84 0.28 0.70 -0.5224
H 0.408326 -0.459353 3.162861 0.18 -0.51 0.38 -0.5224
H -0.751836 -1.493096 2.432340 -0.49 0.26 -0.14 0.0323
H -0.390641 -1.864470 4.076322 0.50 0.19 0.12 0.4771

=====

4.
17
Properties=species:S:1:pos:R:3:forces:R:3:lowdin_spin:R:1 method="wB97M-V/def2-TZVPD" e_above_lowest_kcal_mol=3.5 total_charge=0 largest_force_ha_per_bohr=0.050 multiplicity=2 total_energy_ev=-53739.9518 homo_lumo_gap_ev="10.450 / 6.790" homo_energy_ev="-11.5 / -11.4"
N 0.060128 0.261059 -0.056652 0.68 -0.09 0.75 0.1354
S -1.109353 -0.829035 -0.450725 -0.51 -2.34 -0.88 0.0070
O -0.955269 -1.112646 -1.868790 -0.21 0.38 1.59 0.0080
O -1.170940 -1.908207 0.524747 0.23 1.49 -1.26 0.0159
C -2.653414 0.202207 -0.309996 0.83 0.88 -0.79 -0.0021
F -3.559048 -0.368682 -1.109054 -0.03 0.00 -0.16 -0.0003
F -1.357882 3.294139 0.578633 -1.10 0.58 -0.40 0.2273
F -3.098215 0.109955 0.943954 0.24 0.66 -0.09 -0.0004
S 1.338307 -0.069955 0.869207 -0.40 -0.62 1.23 0.0008
O 1.202185 -0.996752 1.969701 0.26 1.46 -1.55 0.0200
O 1.795501 1.329707 1.137102 0.85 -1.22 -0.01 0.0657
C 2.674596 -0.777228 -0.244915 -0.50 0.09 0.44 0.0005
F 2.453823 -2.057900 -0.435912 -0.12 -0.19 -0.06 -0.0003
F 2.674252 -0.136392 -1.392955 0.03 0.24 -0.38 -0.0006
F 3.825425 -0.603783 0.372257 0.28 0.05 0.12 0.0014
H -2.385644 1.253918 -0.715060 -0.75 -1.37 1.15 -0.0017
Ag 0.265552 2.409596 0.188458 0.22 -0.01 0.30 0.5233